Density functional theory data (ωB97M-V with the def2-TZVPD basis set) for a structure of composition C28H24Cl2N5OY.

The calculation puts the electronic energy at -2388.84134 hartree. As for the gap between HOMO and LUMO: 7.3 eV. Its net charge is +2.

Atoms and positions in Å:
1 Y 0.3359 -0.2139 -0.1229
2 C 0.8623 2.8695 0.9209
3 C -0.3440 2.5536 1.8200
4 C -0.2262 1.3175 2.6868
5 C -0.4589 1.3990 4.0514
6 C -0.4025 0.2555 4.8326
7 C -0.0977 -0.9550 4.2271
8 C 0.1371 -0.9642 2.8694
9 N 0.0647 0.1410 2.1026
10 N 0.8841 2.1311 -0.3659
11 C -0.0379 2.7312 -1.3516
12 C -0.2931 1.7927 -2.5167
13 C -0.6990 2.2723 -3.7495
14 C -0.9690 1.3701 -4.7680
15 C -0.8187 0.0115 -4.5265
16 C -0.4089 -0.3894 -3.2722
17 N -0.1501 0.4773 -2.2797
18 C 2.2534 2.1730 -0.9325
19 C 3.1748 1.1845 -0.2583
20 C 4.5170 1.4472 -0.0607
21 C 5.3230 0.4522 0.4771
22 C 4.7562 -0.7705 0.8044
23 C 3.4037 -0.9516 0.5932
24 N 2.6203 0.0038 0.0686
25 H 1.7780 2.6303 1.4634
26 H 0.8661 3.9454 0.7163
27 H -1.2608 2.4791 1.2243
28 H -0.4818 3.4051 2.4840
29 H -0.6893 2.3558 4.5003
30 H -0.5943 0.3110 5.8957
31 H -0.0391 -1.8709 4.7972
32 H 0.3861 -1.8913 2.3651
33 H 0.3625 3.6820 -1.7190
34 H -0.9944 2.9481 -0.8696
35 H -0.7984 3.3370 -3.9149
36 H -1.2902 1.7233 -5.7389
37 H -1.0129 -0.7187 -5.2986
38 H -0.2861 -1.4425 -3.0409
39 H 2.6575 3.1889 -0.8883
40 H 2.1961 1.8900 -1.9868
41 H 4.9281 2.4099 -0.3338
42 H 6.3775 0.6323 0.6374
43 H 5.3531 -1.5728 1.2139
44 H 2.9158 -1.8910 0.8278
45 Cl 0.7808 -5.0951 0.0678
46 C -0.7084 -4.2490 -0.0536
47 C -1.9121 -4.9681 -0.1006
48 C -3.1122 -4.3218 -0.2041
49 Cl -4.5701 -5.2288 -0.2813
50 C -3.1594 -2.9053 -0.2447
51 C -4.3459 -2.1553 -0.3456
52 C -4.2915 -0.7848 -0.3664
53 C -3.0478 -0.1586 -0.2768
54 N -1.9044 -0.8151 -0.1809
55 C -1.9380 -2.1890 -0.1797
56 C -0.6821 -2.8670 -0.1131
57 O 0.4464 -2.1626 -0.1161
58 H -1.8841 -6.0485 -0.0615
59 H -5.2921 -2.6757 -0.4077
60 H -5.1904 -0.1904 -0.4417
61 H -2.9886 0.9257 -0.2779

Forces on atoms 1 to 2 (eV/Å):
-0.032 2.322 -0.371
-0.234 0.038 0.111

These are the Löwdin partial charges, in e, on atoms 1 to 8:
1 Y 1.4683
2 C -0.1417
3 C -0.0913
4 C -0.2488
5 C 0.0143
6 C -0.0009
7 C -0.0122
8 C -0.0916